Run i
Here is 14 unconnected molecules or ions with the total composition C42H84O42 from the OMol25 dataset. Energies are from ωB97M-V/def2-TZVPD.

## Properties
Kohn-Sham gap = 10.682 eV
multiplicity = 1

Each line ends with the Mulliken charge.
CARTESIAN COORDINATES (ANGSTROEM)
C1 14.455 16.742 14.733  -0.63
O1 14.971 16.857 13.458  -0.37
C2 15.136 15.716 12.760  0.91
O2 15.987 15.614 11.917  -0.58
O3 14.283 14.766 13.065  -0.39
C3 14.518 13.454 12.578  -0.27
H1 14.888 15.855 15.284  0.17
H2 13.361 16.667 14.689  0.44
H3 14.608 17.656 15.292  0.25
H4 14.751 13.435 11.523  0.38
H5 13.656 12.848 12.853  0.18
H6 15.450 13.074 13.064  -0.06
C4 14.466 13.124 24.565  -0.64
O4 14.887 14.523 24.631  -0.40
C5 15.130 15.112 23.444  0.78
O5 14.846 14.698 22.337  -0.47
O6 15.788 16.234 23.686  -0.43
C6 16.149 16.914 22.448  -0.30
H7 13.541 13.090 25.204  0.22
H8 15.243 12.631 25.113  0.34
H9 14.201 12.717 23.599  0.27
H10 15.380 16.603 21.754  0.19
H11 17.176 16.679 22.255  0.27
H12 16.204 17.987 22.809  0.10
C7 15.231 9.098 13.140  -0.74
O7 14.291 10.149 12.791  0.10
C8 13.814 9.882 11.569  0.67
O8 14.009 8.947 10.849  -0.60
O9 13.135 11.000 11.272  -0.15
C9 12.565 11.030 9.978  -0.86
H13 16.240 9.617 13.215  0.11
H14 15.269 8.394 12.299  0.37
H15 15.028 8.539 14.055  0.31
H16 11.804 11.771 10.030  0.26
H17 12.078 10.090 9.695  0.34
H18 13.347 11.208 9.230  0.28
C10 18.707 9.723 21.654  -0.61
O10 19.174 9.923 20.261  -0.33
C11 19.951 10.967 20.171  0.93
O11 20.226 11.767 21.085  -0.68
O12 20.373 11.010 18.899  -0.20
C12 21.316 12.076 18.621  -0.54
H19 18.166 8.782 21.668  0.25
H20 17.997 10.520 21.901  0.21
H21 19.613 9.773 22.291  0.32
H22 21.963 12.264 19.453  0.48
H23 20.766 12.925 18.239  0.06
H24 21.836 11.560 17.817  0.13
C13 18.693 13.825 12.785  -1.51
O13 18.106 14.826 13.656  1.61
C14 18.315 16.085 13.311  -0.87
O14 18.963 16.369 12.305  -0.57
O15 17.859 16.909 14.187  1.28
C15 17.780 18.322 13.801  -1.20
H25 18.408 12.891 13.221  0.05
H26 19.750 14.001 12.644  0.26
H27 18.063 13.803 11.886  0.37
H28 17.364 18.447 12.833  0.46
H29 18.712 18.770 13.898  0.18
H30 17.062 18.761 14.502  0.22
C16 14.374 11.185 18.632  0.00
O16 13.377 10.411 17.945  -0.44
C17 12.964 10.910 16.769  0.74
O17 13.406 11.890 16.131  -0.42
O18 11.933 10.151 16.354  -0.36
C18 11.447 10.540 15.071  -0.58
H31 15.187 10.523 18.857  0.32
H32 13.870 11.457 19.562  0.24
H33 14.750 12.033 18.042  -0.17
H34 12.030 10.094 14.203  0.07
H35 11.715 11.575 14.857  0.21
H36 10.408 10.387 14.976  0.43
C19 17.911 19.270 20.547  -0.76
O19 19.206 19.043 20.066  -0.37
C20 19.712 17.874 20.245  1.07
O20 19.383 17.003 21.045  -0.59
O21 20.779 17.840 19.375  -0.32
C21 21.376 16.525 19.395  -0.53
H37 17.868 18.820 21.497  0.52
H38 17.159 18.879 19.845  0.17
H39 17.845 20.359 20.623  0.18
H40 20.914 15.926 20.232  0.36
H41 22.478 16.631 19.447  0.32
H42 21.175 16.000 18.456  -0.02
C22 13.612 14.497 18.524  0.34
O22 12.940 15.733 18.589  -0.51
C23 13.694 16.686 19.028  0.57
O23 14.769 16.596 19.535  0.03
O24 13.058 17.852 18.810  -0.51
C24 13.800 19.072 19.224  -0.36
H43 14.339 14.471 17.654  -0.10
H44 12.838 13.775 18.246  0.08
H45 14.192 14.211 19.377  0.14
H46 14.701 19.077 18.618  0.02
H47 14.049 18.935 20.263  0.22
H48 13.236 19.945 18.981  0.29
C25 17.408 16.681 17.479  1.90
O25 17.043 17.999 17.398  -0.34
C26 17.987 19.019 17.318  0.09
O26 17.647 20.147 17.462  -0.62
O27 19.190 18.556 17.098  0.52
C27 20.161 19.455 16.593  -1.07
H49 17.454 16.212 16.457  -0.40
H50 16.606 16.207 17.979  -0.75
H51 18.346 16.551 18.056  -0.30
H52 21.055 18.880 16.388  0.13
H53 20.335 20.157 17.401  0.34
H54 19.738 19.894 15.652  0.35
C28 22.043 17.751 12.882  -0.60
O28 22.170 16.346 12.784  -0.37
C29 21.743 15.533 13.705  0.43
O29 21.933 14.347 13.674  -0.46
O30 21.094 16.145 14.756  -0.12
C30 20.700 15.264 15.786  1.50
H55 21.011 18.012 12.601  0.17
H56 22.654 18.134 12.059  0.27
H57 22.473 18.113 13.803  0.28
H58 20.280 15.870 16.578  -1.82
H59 21.548 14.708 16.142  0.90
H60 19.840 14.652 15.437  -0.51
C31 21.373 11.796 14.885  0.27
O31 21.288 10.394 14.998  -0.08
C32 22.070 9.646 14.271  0.73
O32 22.782 10.031 13.383  -0.61
O33 21.862 8.383 14.509  -0.36
C33 22.551 7.359 13.767  -0.63
H61 20.874 12.072 15.818  -0.56
H62 20.802 12.113 13.949  -0.22
H63 22.410 12.156 14.847  0.70
H64 22.214 6.400 14.192  0.22
H65 23.637 7.442 13.850  0.30
H66 22.285 7.497 12.693  0.26
C34 21.139 11.606 11.014  -0.81
O34 19.893 11.530 11.747  0.30
C35 18.785 10.987 11.254  0.33
O35 17.772 10.955 11.913  -0.25
O36 18.860 10.637 9.963  -0.42
C36 17.634 10.212 9.301  -0.57
H67 21.919 11.750 11.783  0.16
H68 21.043 12.571 10.406  0.27
H69 21.351 10.798 10.375  0.42
H70 16.822 10.953 9.540  0.20
H71 17.208 9.236 9.723  0.23
H72 17.920 10.214 8.231  0.28
C37 11.066 12.817 23.050  -0.61
O37 11.395 12.141 21.807  -0.30
C38 10.593 12.466 20.801  0.87
O38 9.690 13.263 20.860  -0.60
O39 10.958 11.686 19.786  -0.24
C39 10.177 11.708 18.583  -0.51
H73 9.964 12.994 23.085  0.36
H74 11.661 13.746 23.053  0.22
H75 11.487 12.185 23.848  0.17
H76 10.837 11.964 17.741  0.02
H77 9.356 12.510 18.570  0.32
H78 9.712 10.679 18.513  0.28
C40 17.506 11.953 15.676  -0.41
O40 17.151 12.053 17.045  -0.30
C41 17.745 12.905 17.810  0.27
O41 18.627 13.695 17.494  -0.02
O42 17.215 12.756 19.073  -0.19
C42 17.661 13.735 20.090  -0.10
H79 17.893 12.888 15.318  -0.18
H80 16.587 11.650 15.239  0.15
H81 18.286 11.203 15.516  0.30
H82 16.910 13.596 20.834  0.15
H83 17.569 14.728 19.638  -0.17
H84 18.674 13.524 20.490  0.18

=====

Run ii
Here is 14 unconnected molecules or ions with the total composition C42H84O42 from the OMol25 dataset. Energies are from ωB97M-V/def2-TZVPD.

## Properties
Kohn-Sham gap = 10.828 eV
multiplicity = 1

Each line ends with the Mulliken charge.
CARTESIAN COORDINATES (ANGSTROEM)
C1 9.639 0.626 -2.106  -0.68
O1 8.332 0.756 -2.587  -0.32
C2 7.409 0.214 -1.756  0.63
O2 7.648 -0.228 -0.576  -0.56
O3 6.234 0.291 -2.430  -0.35
C3 5.149 -0.154 -1.775  -0.06
H1 10.181 1.130 -2.906  0.27
H2 10.010 -0.381 -1.917  0.31
H3 9.918 1.134 -1.182  0.30
H4 5.173 -1.242 -1.732  0.24
H5 4.179 0.021 -2.242  -0.03
H6 5.180 0.290 -0.779  0.24
C4 -5.924 2.636 1.773  -0.86
O4 -5.240 3.317 0.724  0.07
C5 -5.924 4.199 -0.005  0.48
O5 -7.125 4.532 0.122  -0.64
O6 -5.072 4.618 -0.967  0.12
C6 -5.390 5.665 -1.896  -0.84
H7 -6.958 2.364 1.563  0.45
H8 -5.900 3.234 2.684  0.34
H9 -5.423 1.684 1.950  0.14
H10 -5.529 6.617 -1.384  0.33
H11 -6.300 5.380 -2.424  0.32
H12 -4.580 5.882 -2.591  0.23
C7 4.100 -1.226 -5.636  -0.56
O7 2.690 -1.041 -5.693  -0.46
C8 1.778 -1.468 -4.747  0.60
O8 2.065 -2.167 -3.836  -0.14
O9 0.554 -1.149 -5.074  -0.33
C9 -0.552 -1.619 -4.382  0.13
H13 4.536 -1.052 -6.620  0.27
H14 4.439 -2.224 -5.359  0.24
H15 4.502 -0.473 -4.958  0.22
H16 -0.542 -2.685 -4.155  0.00
H17 -1.508 -1.499 -4.892  0.19
H18 -0.610 -1.170 -3.390  -0.12
C10 -7.568 2.883 7.048  -0.60
O10 -6.718 1.665 6.838  -0.38
C11 -5.708 1.710 5.941  0.72
O11 -5.661 2.597 5.104  -0.55
O12 -4.853 0.710 6.188  -0.37
C12 -3.679 0.622 5.354  -0.35
H19 -8.360 2.622 7.750  0.23
H20 -8.037 3.104 6.090  0.29
H21 -7.005 3.769 7.341  0.28
H22 -2.892 1.197 5.842  0.23
H23 -3.718 0.914 4.304  0.25
H24 -3.492 -0.451 5.325  0.20
C13 1.987 2.620 3.034  -0.21
O13 2.237 2.996 4.319  -0.36
C14 1.159 3.172 5.151  0.73
O14 -0.033 3.023 4.865  -0.46
O15 1.635 3.586 6.374  -0.40
C15 0.658 3.780 7.428  -0.52
H25 2.948 2.673 2.524  0.28
H26 1.272 3.313 2.591  0.20
H27 1.608 1.601 2.957  0.01
H28 0.133 2.825 7.403  0.23
H29 0.036 4.601 7.073  0.25
H30 1.069 4.127 8.376  0.22
C16 0.685 -4.864 -2.380  0.28
O16 1.297 -5.879 -3.154  -0.33
C17 2.521 -5.908 -3.640  0.85
O17 3.402 -5.010 -3.450  -0.59
O18 2.753 -7.022 -4.349  -0.37
C18 4.025 -7.364 -4.863  -0.64
H31 -0.068 -5.210 -1.672  0.23
H32 0.059 -4.361 -3.117  -0.27
H33 1.407 -4.212 -1.888  -0.02
H34 4.226 -6.950 -5.851  0.28
H35 4.078 -8.435 -5.056  0.24
H36 4.772 -7.068 -4.126  0.29
C19 -1.654 -3.870 2.289  -0.47
O19 -0.761 -3.157 3.183  -0.31
C20 -1.381 -2.046 3.777  0.75
O20 -2.538 -1.722 3.554  -0.60
O21 -0.311 -1.359 4.321  -0.31
C21 -0.440 0.009 4.510  0.17
H37 -1.822 -4.886 2.646  0.36
H38 -1.191 -4.114 1.332  0.00
H39 -2.591 -3.384 2.016  0.26
H40 -0.827 0.382 3.562  -0.37
H41 0.581 0.392 4.543  0.18
H42 -1.070 0.290 5.353  0.40
C22 -0.794 3.670 -5.505  -0.65
O22 -0.475 3.934 -4.161  -0.27
C23 0.318 3.149 -3.497  0.81
O23 0.926 2.192 -3.919  -0.55
O24 0.346 3.670 -2.237  -0.15
C24 1.328 3.093 -1.323  -0.22
H43 -1.791 3.986 -5.814  0.23
H44 -0.728 2.589 -5.625  0.22
H45 -0.067 4.098 -6.195  0.34
H46 2.143 3.810 -1.229  0.40
H47 1.605 2.082 -1.621  -0.12
H48 0.810 3.111 -0.364  0.00
C25 1.283 -0.783 -1.255  0.64
O25 0.078 -0.062 -0.861  0.39
C26 -0.198 0.308 0.352  -0.48
O26 0.301 -0.040 1.407  -0.57
O27 -1.353 0.953 0.307  0.73
C27 -2.091 1.136 1.424  -0.28
H49 2.070 -0.249 -1.789  -0.33
H50 0.999 -1.561 -1.963  -0.26
H51 1.902 -1.309 -0.528  0.05
H52 -2.421 0.163 1.788  0.27
H53 -2.929 1.751 1.095  -0.07
H54 -1.735 1.771 2.235  0.05
C28 -3.127 -1.282 -0.821  -0.11
O28 -3.780 -2.249 -1.694  -0.38
C29 -3.323 -3.498 -1.664  0.74
O29 -2.671 -4.044 -0.713  -0.56
O30 -3.526 -4.082 -2.808  -0.32
C30 -3.220 -5.460 -3.024  -0.58
H55 -3.456 -0.252 -0.962  -0.13
H56 -2.052 -1.290 -1.002  -0.02
H57 -3.375 -1.622 0.184  0.46
H58 -3.678 -5.918 -2.147  0.35
H59 -2.165 -5.666 -2.843  0.16
H60 -3.596 -5.896 -3.949  0.25
C31 2.680 -2.185 3.195  0.72
O31 3.930 -1.574 3.525  -0.44
C32 4.571 -0.845 2.596  0.67
O32 4.113 -0.470 1.507  -0.28
O33 5.851 -0.703 3.080  -0.38
C33 6.780 0.007 2.340  -0.71
H61 2.741 -2.725 2.250  -0.37
H62 1.950 -1.401 2.991  -0.38
H63 2.393 -2.863 3.999  0.33
H64 7.653 -0.607 2.119  0.30
H65 7.180 0.719 3.062  0.38
H66 6.410 0.706 1.590  0.23
C34 3.915 -3.923 0.034  0.08
O34 4.225 -4.908 1.031  -0.36
C35 3.269 -5.816 1.319  0.69
O35 2.164 -5.837 0.832  -0.48
O36 3.709 -6.853 2.196  -0.32
C36 5.072 -7.030 2.593  -0.64
H67 4.541 -3.033 -0.022  0.11
H68 2.935 -3.528 0.301  -0.11
H69 3.884 -4.328 -0.978  0.18
H70 4.896 -7.739 3.402  0.29
H71 5.472 -6.155 3.106  0.27
H72 5.748 -7.322 1.789  0.26
C37 -3.769 0.439 -6.581  -0.74
O37 -3.242 1.347 -5.676  -0.31
C38 -3.269 1.094 -4.395  0.75
O38 -3.543 0.045 -3.847  -0.55
O39 -3.161 2.350 -3.778  -0.28
C39 -3.060 2.352 -2.339  0.59
H73 -4.748 0.162 -6.190  0.34
H74 -3.140 -0.446 -6.680  0.25
H75 -3.824 0.946 -7.544  0.23
H76 -3.091 3.411 -2.085  -0.81
H77 -2.129 1.856 -2.064  -0.18
H78 -3.853 1.747 -1.899  0.52
C40 -1.596 5.872 -0.828  -0.14
O40 -1.987 6.299 0.434  -0.44
C41 -2.355 5.286 1.253  0.39
O41 -2.278 4.084 0.996  0.06
O42 -2.830 5.828 2.366  -0.48
C42 -3.555 5.025 3.285  -0.27
H79 -2.063 4.977 -1.239  -0.22
H80 -0.516 5.735 -0.877  0.27
H81 -1.721 6.695 -1.532  0.39
H82 -3.117 4.029 3.347  0.03
H83 -4.556 4.886 2.876  0.09
H84 -3.551 5.465 4.282  0.35

=====

Of them, run ii has the lowest stability.